# C22H32N3O

2 unconnected molecules or ions with the total composition C22H32N3O (the ωB97M-V functional and the def2-TZVPD basis, the OMol25 dataset).

Geometry as ORCA input:
```
! RIJCOSX wB97M-V def2-TZVPD def2/J DEFGRID3
* xyz 1 1
C 4.101 0.025 -4.699
N 4.615 0.229 -3.348
C 5.790 1.092 -3.322
C 3.710 0.263 -2.274
C 3.587 -0.823 -1.364
C 2.668 -0.790 -0.344
C 1.789 0.323 -0.143
C 0.845 0.257 0.916
C -0.022 1.260 1.424
C -0.785 0.962 2.599
C -1.661 1.868 3.157
C -1.869 3.142 2.563
N -2.805 4.051 3.081
C -2.337 5.280 3.714
C -4.077 4.229 2.388
C -1.116 3.465 1.418
C -0.223 2.561 0.877
C 1.951 1.405 -1.058
C 2.879 1.383 -2.074
H 3.224 -0.635 -4.679
H 3.825 0.983 -5.170
H 4.891 -0.437 -5.303
H 6.159 1.205 -2.294
H 6.571 0.630 -3.939
H 5.567 2.087 -3.741
H 4.243 -1.683 -1.508
H 2.598 -1.629 0.352
H 0.814 -0.694 1.453
H -0.653 -0.017 3.056
H -2.220 1.627 4.060
H -1.394 5.101 4.247
H -2.191 6.083 2.973
H -3.101 5.611 4.429
H -4.402 3.282 1.938
H -4.825 4.562 3.118
H -3.999 4.998 1.602
H -1.246 4.441 0.947
H 0.319 2.886 0.004
H 1.328 2.284 -0.991
H 2.965 2.241 -2.746
O -1.176 -2.635 2.125
C -2.039 -3.702 1.768
C -2.290 -3.548 0.279
C -3.089 -4.703 -0.354
C -2.479 -4.869 -1.753
C -1.032 -4.327 -1.619
N -1.065 -3.526 -0.440
H -1.130 -2.602 3.091
H -1.531 -4.667 1.931
H -3.001 -3.659 2.300
H -2.815 -2.590 0.093
H -2.896 -5.603 0.246
H -4.162 -4.494 -0.351
H -2.508 -5.908 -2.091
H -3.030 -4.240 -2.462
H -0.318 -5.167 -1.518
H -0.720 -3.760 -2.512
H -0.230 -3.107 -0.056
*
```

## Properties
Highest occupied orbital energy in eV: -10.041
Energy above the lowest of the compared OMol25 structures with the same formula, charge and spin in kJ/mol: 177.41
Lowest unoccupied orbital energy in eV: -5.53
Max |F| in eV Å⁻¹: 1.12
Electronic energy in Ha: -1096.6855

---

# C22H30NO7P

A single C22H30NO7P molecule (the ωB97M-V functional and the def2-TZVPD basis, the OMol25 dataset).

Geometry as ORCA input:
```
! RIJCOSX wB97M-V def2-TZVPD def2/J DEFGRID3
* xyz 0 1
C 5.635 -1.437 0.053
C 5.345 -0.244 -0.862
O 4.645 0.811 -0.149
P 3.071 0.625 0.007
O 2.545 -0.620 -0.565
C 2.305 2.082 -0.767
C 1.151 1.637 -1.675
C -0.110 1.246 -0.923
C -0.799 0.097 -1.322
C -2.000 -0.299 -0.711
C -2.760 -1.510 -1.193
C -2.199 -2.858 -0.717
C -0.870 -3.255 -1.390
C -0.909 -4.714 -1.906
C 0.296 -3.120 -0.412
C -2.478 0.510 0.335
C -1.792 1.663 0.738
C -0.604 2.033 0.118
C -2.368 2.503 1.819
O -1.694 3.100 2.611
C -3.849 2.532 1.849
C -4.510 1.442 1.472
C -5.994 1.316 1.411
O -6.415 1.186 0.026
N -5.952 2.318 -0.691
O -5.716 2.043 -1.797
C -3.737 0.224 1.071
O -4.122 -0.872 1.380
O 2.712 0.678 1.566
C 3.632 1.331 2.473
C 3.790 2.817 2.220
H 6.668 -1.401 0.385
H 5.413 -2.366 -0.460
H 5.000 -1.368 0.930
H 6.278 0.213 -1.176
H 4.793 -0.540 -1.746
H 1.904 2.756 -0.021
H 3.057 2.573 -1.380
H 0.864 2.442 -2.353
H 1.449 0.798 -2.294
H -0.407 -0.491 -2.137
H -2.774 -1.449 -2.282
H -3.795 -1.448 -0.885
H -2.938 -3.631 -0.918
H -2.069 -2.777 0.360
H -0.715 -2.647 -2.279
H -0.719 -5.388 -1.075
H -1.891 -4.904 -2.332
H -0.151 -4.824 -2.675
H 1.246 -3.289 -0.913
H 0.191 -3.912 0.329
H 0.320 -2.157 0.086
H -0.096 2.924 0.454
H -4.362 3.428 2.166
H -6.329 0.408 1.896
H -6.507 2.180 1.827
H 4.589 0.818 2.413
H 3.245 1.186 3.476
H 4.516 3.031 1.440
H 4.134 3.301 3.132
H 2.837 3.268 1.963
*
```

## Properties
Highest occupied orbital energy in eV: -9.292
Lowest unoccupied orbital energy in eV: -0.72
Max |F| in eV Å⁻¹: 1.29
Electronic energy in Ha: -1779.0831

---

# C26H57BBr16NO10PSi2

A molecular structure, C26H57BBr16NO10PSi2 (the ωB97M-V functional and the def2-TZVPD basis, the OMol25 dataset).

Geometry as ORCA input:
```
! RIJCOSX wB97M-V def2-TZVPD def2/J DEFGRID3
* xyz 0 1
C -6.067 1.535 1.087
C -4.702 1.477 0.332
C -3.996 2.874 0.236
O -4.421 3.687 -0.550
O -2.935 3.198 1.070
C -1.650 2.751 0.563
C -1.626 2.344 -0.941
Si 0.157 2.021 -1.576
C 0.167 2.240 -3.457
C 0.410 3.758 -3.823
C -0.507 4.336 -4.968
O -1.116 3.345 -5.819
C -2.503 3.357 -5.811
C -3.385 3.441 -4.537
O -3.066 3.251 -6.873
O 0.710 0.515 -1.020
Si 0.394 -0.801 -2.058
P -1.752 -1.274 -2.368
N -1.808 -2.799 -2.808
O -2.641 -1.171 -0.938
O -2.490 -0.412 -3.609
O 1.120 3.218 -0.796
B 1.963 2.572 0.151
O 1.555 2.489 1.501
O 3.192 2.056 -0.328
H -5.941 1.805 2.162
H -6.545 0.535 1.010
H -6.751 2.302 0.646
H -4.894 1.164 -0.722
H -3.963 0.759 0.766
H -0.924 3.574 0.777
H -1.298 1.882 1.183
H -2.199 1.415 -1.183
H -2.003 3.185 -1.587
H -0.805 1.830 -3.841
H 0.968 1.651 -3.972
H 0.388 4.430 -2.924
H 1.463 3.831 -4.200
H 0.161 4.941 -5.637
H -1.243 5.079 -4.562
H -2.968 2.936 -3.636
H -4.410 3.063 -4.799
H -3.513 4.525 -4.269
H 1.043 -0.633 -3.363
H 0.992 -1.988 -1.417
H -0.848 -3.171 -2.834
H -3.542 -0.903 -1.222
H -2.982 0.314 -3.171
H 1.508 3.400 1.838
H 3.679 2.836 -0.667
Br -0.209 -2.170 -6.065
C -1.186 -3.841 -6.267
C -0.396 -4.849 -7.060
Br -0.426 -4.443 -8.965
H -2.144 -3.594 -6.720
H -1.352 -4.195 -5.249
H -0.844 -5.839 -6.972
H 0.650 -4.900 -6.764
Br -6.252 -1.200 3.113
C -7.830 -1.083 4.250
C -8.668 0.122 3.907
Br -7.876 1.759 4.604
H -7.480 -1.083 5.279
H -8.386 -2.002 4.059
H -9.646 0.054 4.382
H -8.797 0.263 2.836
Br -9.727 1.787 -2.799
C -8.552 3.141 -3.562
C -7.471 2.518 -4.406
Br -6.078 1.730 -3.297
H -8.163 3.727 -2.732
H -9.200 3.768 -4.173
H -6.966 3.278 -5.003
H -7.837 1.732 -5.062
Br 2.906 -4.155 -0.990
C 3.147 -4.281 0.940
C 2.196 -3.370 1.673
Br 2.780 -1.514 1.581
H 4.193 -4.064 1.142
H 2.943 -5.324 1.183
H 2.180 -3.612 2.735
H 1.182 -3.404 1.281
Br 4.770 5.178 -0.576
C 5.018 5.036 1.353
C 4.071 5.942 2.097
Br 4.654 7.797 2.019
H 6.064 5.250 1.554
H 4.813 3.990 1.589
H 4.058 5.691 3.157
H 3.056 5.912 1.707
Br 6.135 -6.213 -0.092
C 7.774 -5.249 0.326
C 8.145 -5.406 1.778
Br 7.028 -4.291 2.922
H 7.616 -4.213 0.032
H 8.536 -5.691 -0.315
H 9.164 -5.061 1.951
H 8.046 -6.427 2.137
Br 3.351 -5.275 7.222
C 4.250 -4.068 5.985
C 3.776 -2.648 6.160
Br 2.022 -2.381 5.358
H 4.081 -4.456 4.983
H 5.309 -4.150 6.228
H 4.437 -1.958 5.634
H 3.698 -2.347 7.202
Br 8.105 -3.763 6.022
C 8.349 -3.892 7.952
C 7.383 -3.002 8.691
Br 7.931 -1.135 8.607
H 9.391 -3.657 8.156
H 8.163 -4.939 8.193
H 7.371 -3.248 9.752
H 6.370 -3.053 8.299
*
```

## Properties
Highest occupied orbital energy in eV: -8.953
Lowest unoccupied orbital energy in eV: 0.15
Max |F| in eV Å⁻¹: 3.59
Electronic energy in Ha: -43961.7356

---

# H20O10

10 unconnected molecules or ions with the total composition H20O10 (the ωB97M-V functional and the def2-TZVPD basis, the OMol25 dataset).

Geometry as ORCA input:
```
! RIJCOSX wB97M-V def2-TZVPD def2/J DEFGRID3
* xyz 0 1
O -0.237 -1.202 -0.771
H -0.113 -1.717 0.034
H 0.226 -0.376 -0.596
O -2.736 -0.381 -0.218
H -2.602 0.346 0.400
H -1.940 -0.376 -0.762
O 4.770 1.132 -0.153
H 3.859 1.211 0.152
H 5.297 1.310 0.635
O -0.913 2.201 1.357
H -0.030 1.984 1.038
H -1.346 1.345 1.449
O 0.467 -5.462 -0.336
H -0.123 -5.056 0.309
H 0.867 -4.713 -0.792
O -1.136 2.664 -2.097
H -2.011 2.505 -2.468
H -0.834 3.463 -2.544
O 2.646 3.383 1.701
H 1.720 3.650 1.699
H 2.616 2.438 1.892
O -5.278 -0.876 -0.412
H -5.478 -1.600 0.192
H -4.503 -0.454 -0.024
O -1.074 -4.284 2.043
H -1.499 -3.522 1.634
H -0.893 -3.996 2.945
O 3.187 1.812 -2.108
H 2.948 2.740 -2.210
H 4.143 1.829 -1.986
*
```

## Properties
Highest occupied orbital energy in eV: -10.708
Energy above the lowest of the compared OMol25 structures with the same formula, charge and spin in kJ/mol: 360.99
Lowest unoccupied orbital energy in eV: -0.63
Max |F| in eV Å⁻¹: 0.92
Electronic energy in Ha: -764.3444